Here is a molecular structure, C36H35N8O4S2SeSiV at a distorted geometry from OMol25. Energies are from ωB97M-V/def2-TZVPD.

Last column: Mulliken spin population.
Geometry (Å):
V1 0.791 -1.236 0.006  1.962
O1 1.906 -2.553 0.465  -0.047
C1 1.979 -3.204 1.621  0.014
C2 2.272 -4.567 1.681  -0.010
C3 2.335 -5.222 2.893  0.006
C4 2.116 -4.534 4.086  -0.008
C5 1.869 -3.176 4.044  0.005
C6 1.808 -2.498 2.826  -0.014
C7 1.768 -1.037 2.751  0.088
N1 1.488 -0.292 1.672  -0.034
C8 1.897 1.015 1.963  0.026
C9 2.394 1.043 3.230  0.003
N2 2.318 -0.256 3.692  0.005
H1 2.412 -5.098 0.748  -0.001
H2 2.549 -6.284 2.917  0.000
H3 2.138 -5.058 5.034  -0.001
H4 1.702 -2.632 4.969  0.001
H5 0.944 2.007 0.499  0.009
H6 2.789 1.863 3.804  0.003
H7 2.637 -0.581 4.584  0.000
C10 -2.552 4.470 -0.996  -0.020
Si1 -3.375 2.919 -1.614  0.009
C11 -3.434 2.939 -3.499  0.000
C12 -5.152 2.995 -0.980  0.000
C13 -2.744 1.180 -1.222  -0.001
C14 -3.667 0.159 -1.230  0.006
C15 -3.251 -1.177 -1.279  -0.008
C16 -1.915 -1.429 -1.203  0.054
N3 -0.960 -0.474 -1.022  -0.035
C17 -1.355 0.833 -1.142  0.036
S1 -0.174 2.061 -1.275  -0.007
H8 -3.208 5.331 -1.177  0.001
H9 -1.592 4.641 -1.480  -0.001
H10 -2.351 4.414 0.078  0.018
H11 -3.845 3.879 -3.886  0.000
H12 -4.051 2.116 -3.876  0.000
H13 -2.424 2.815 -3.905  0.000
H14 -5.561 3.994 -1.171  0.000
H15 -5.189 2.819 0.100  0.000
H16 -5.815 2.270 -1.465  0.000
H17 -4.728 0.387 -1.242  0.001
H18 -3.955 -1.992 -1.387  0.000
H19 -1.550 -2.439 -1.310  0.000
S2 2.986 -0.339 -1.212  -0.015
C18 2.456 0.635 -2.478  0.000
N4 2.929 1.917 -2.506  0.004
C19 2.467 2.825 -3.365  0.009
C20 1.616 2.436 -4.353  0.000
C21 1.244 1.088 -4.367  0.001
N5 1.644 0.215 -3.476  -0.002
H20 3.465 2.213 -1.679  -0.019
H21 2.799 3.844 -3.215  -0.005
H22 1.220 3.145 -5.064  0.000
H23 0.568 0.709 -5.128  0.000
O2 -0.530 -4.366 0.375  0.003
C22 -1.052 -3.483 1.028  0.038
N6 -0.627 -2.172 1.142  -0.115
C23 -1.557 -1.451 1.888  0.050
O3 -1.492 -0.273 2.146  -0.004
C24 -2.654 -2.388 2.309  -0.017
C25 -3.825 -2.172 3.001  0.001
C26 -4.679 -3.259 3.177  0.001
C27 -4.350 -4.517 2.677  0.001
C28 -3.160 -4.719 1.980  0.001
C29 -2.332 -3.632 1.806  -0.002
H24 -4.075 -1.190 3.384  0.000
H25 -5.615 -3.122 3.706  0.000
H26 -5.033 -5.345 2.825  0.000
H27 -2.892 -5.691 1.584  0.000
Se1 0.280 4.924 1.788  0.569
N7 1.739 2.078 1.120  -0.002
C30 2.782 2.867 0.580  0.085
C31 4.055 2.339 0.385  -0.066
C32 5.028 3.006 -0.356  0.126
C33 4.698 4.222 -0.953  -0.057
C34 3.463 4.800 -0.712  0.112
C35 2.485 4.214 0.143  0.004
N8 1.434 5.030 0.434  0.219
H28 4.268 1.354 0.777  0.000
H29 6.013 2.570 -0.490  0.013
H30 5.419 4.730 -1.587  -0.004
H31 3.221 5.775 -1.121  0.001
C36 1.542 -3.547 -2.201  0.006
O4 0.609 -2.479 -2.001  0.005
H32 2.558 -3.236 -1.964  0.000
H33 1.498 -3.891 -3.237  0.000
H34 1.248 -4.352 -1.535  -0.002
H35 0.876 -1.724 -2.558  -0.001

Cartesian forces, eV/Å:
V -0.2 1.0 -1.5
O 1.2 -1.8 0.4
C 0.0 0.3 0.3
C -0.1 -0.1 -0.2
C 0.0 0.0 0.1
C 0.0 0.0 0.0
C -0.1 0.1 0.0
C 0.0 0.1 -0.1
C 0.2 0.2 -0.3
N 0.3 0.4 0.7
C 0.0 0.0 0.0
C 0.1 -0.2 0.1
N 0.0 0.2 0.1
H 0.0 0.0 0.0
H 0.0 0.0 0.0
H 0.0 0.0 0.0
H 0.0 0.0 0.0
H -0.4 0.2 -0.1
H -0.1 0.0 0.0
H 0.1 -0.1 0.0
C 0.1 -0.1 0.2
Si -0.1 0.1 -0.2
C 0.0 0.1 -0.1
C -0.1 -0.1 0.0
C 0.0 -0.1 0.1
C 0.1 0.2 0.0
C -0.1 0.0 -0.1
C 0.3 0.1 0.0
N -1.1 0.3 -0.3
C 0.2 -0.2 -0.1
S -0.2 -0.1 -0.2
H 0.0 -0.1 0.0
H 0.0 0.0 0.0
H 0.0 0.1 -0.1
H 0.1 -0.1 0.0
H 0.0 0.1 0.0
H -0.1 0.0 0.1
H 0.0 -0.1 0.0
H 0.0 0.0 -0.1
H 0.0 0.1 0.1
H 0.0 0.0 -0.1
H 0.0 0.0 0.0
H 0.1 -0.1 0.2
S -0.3 -0.6 0.1
C 0.1 0.4 -0.3
N -0.5 -0.3 0.3
C 0.1 0.3 -0.2
C -0.2 0.0 -0.3
C 0.0 0.2 0.0
N 0.1 -0.4 0.4
H 0.1 0.0 -0.2
H 0.0 -0.1 0.0
H 0.0 0.0 0.0
H 0.0 0.0 0.0
O 0.1 0.0 -0.1
C 0.0 0.2 0.1
N -0.7 -0.3 0.3
C 0.1 -0.2 0.0
O 0.0 0.2 0.0
C 0.1 -0.1 -0.1
C -0.1 0.1 0.1
C 0.0 0.0 0.0
C 0.1 0.0 0.0
C 0.0 -0.1 0.0
C 0.0 0.1 0.0
H 0.0 0.0 0.0
H 0.0 0.0 0.0
H 0.0 0.0 0.0
H 0.0 0.1 0.0
Se 0.2 -0.3 0.2
N 0.5 0.0 0.1
C -0.2 0.1 0.1
C -0.1 0.1 0.2
C 0.2 0.0 0.0
C -0.1 0.1 0.0
C 0.2 -0.2 0.0
C -0.3 0.2 0.5
N 0.2 -0.2 -0.8
H 0.0 0.0 0.0
H -0.1 0.0 0.0
H 0.0 0.0 0.1
H 0.0 0.0 0.1
C 0.0 0.0 -0.1
O 0.3 0.3 0.3
H 0.0 0.1 0.0
H -0.1 0.0 0.0
H -0.1 0.0 0.0
H 0.0 -0.1 -0.1

Calculated values
E_HOMO (spin up / spin down)	-2.91 / -2.94	eV
2S+1	4
HOMO-LUMO gap (spin up / spin down)	4.87 / 4.89	eV
LUMO (spin up / spin down)	2.0 / 1.9	eV
energy above the lowest of the compared OMol25 structures with the same formula, charge and spin	0.000	eV
E_tot	-6563.3776	Ha
charge	-1